[1]
Here is an isolated ion of composition C3H9N4S and charge +1 from the OMol25 dataset. Energies are from ωB97M-V with the def2-TZVPD basis set.

Atoms and positions in Å:
C1 0.38539 -0.66677 -0.05189
C2 -1.53184 0.89457 0.02906
C3 -0.39872 -1.79293 -0.64247
N1 1.55398 -0.90326 0.36164
N2 -0.25015 0.64195 -0.07918
N3 0.64830 1.68785 -0.17544
N4 2.48794 -0.15287 0.87611
S1 -2.73954 -0.24194 0.46990
H1 -1.83631 1.92587 -0.09002
H2 -1.01921 -1.45787 -1.47036
H3 -1.02457 -2.28317 0.10286
H4 0.30453 -2.53599 -1.01392
H5 0.20689 2.59489 -0.29582
H6 1.35782 1.51958 -0.88357
H7 3.26563 -0.67028 1.25726
H8 2.33938 0.80836 1.16987
H9 -3.74951 0.63200 0.43595

Atomic forces in eV per Å
C -0.25 -0.28 -0.17
C 0.72 -0.32 0.16
C -0.14 -0.18 -0.09
N 0.25 -0.29 0.10
N -0.94 0.29 -0.01
N 0.59 0.69 0.13
N 0.22 0.57 0.28
S 0.17 -0.18 0.01
H 0.08 0.04 -0.07
H -0.07 -0.06 -0.08
H -0.07 -0.07 -0.07
H -0.03 0.08 0.04
H -0.05 -0.25 0.01
H -0.28 -0.13 -0.11
H -0.12 0.13 -0.09
H -0.10 -0.29 -0.02
H 0.02 0.23 -0.03

Properties
**Orbital gap (alpha / beta)**: 0.3004 / 0.3004 Eh
**Strongest force on any atom**: 0.98 eV Å⁻¹
**Charge**: +1
**Highest occupied orbital energy (alpha / beta)**: -12.8 / -12.8 eV
**E_LUMO (alpha / beta)**: -4.59 / -4.59 eV

---

[2]
Here is C3H9N5 in the gas phase in a non-equilibrium geometry from the OMol25 dataset. Energies are from ωB97M-V with the def2-TZVPD basis set.

Atoms and positions in Å:
H1 1.53023 -3.04400 -0.67742
N1 1.85457 -2.34054 0.07519
C1 1.05682 -1.30429 -0.04636
N2 1.03161 -0.19791 0.94543
N3 0.55704 1.08446 0.65981
C2 0.77524 2.07921 1.45359
N4 -0.19607 -1.37266 -0.98838
N5 -1.29892 -0.64543 -0.76427
C3 -1.63251 0.74725 -1.19665
H2 1.88610 -0.20320 1.60810
H3 0.39086 3.18372 1.58771
H4 1.43059 1.74291 2.20708
H5 -0.34849 -2.52349 -1.19367
H6 -1.62944 -0.99842 0.34706
H7 -0.92951 1.42673 -0.82383
H8 -2.56817 1.33184 -0.86712
H9 -1.90996 1.03383 -2.32628

Atomic forces in eV per Å
H 0.69 1.24 1.51
N -2.10 2.02 -1.63
C -2.09 -1.08 0.31
N 2.15 -0.06 0.09
N -1.10 0.78 -0.74
C 0.10 -1.11 0.00
N 3.95 -2.52 -0.34
N -3.85 -1.41 5.00
C -1.74 1.18 -2.14
H -1.66 -0.32 -1.40
H 0.39 -2.62 -1.42
H 1.02 0.46 1.81
H 0.26 4.31 0.65
H 0.43 2.39 -4.16
H 1.47 0.81 -0.15
H 0.60 -2.33 0.82
H 1.48 -1.73 1.78

Properties
**Orbital gap**: 0.3494 Eh
**Strongest force on any atom**: 6.47 eV Å⁻¹
**Charge**: 0
**Highest occupied orbital energy**: -8.7 eV
**E_LUMO**: 0.84 eV
**SMILES string**: [H]/N=C(/NN=C)NNC

---

[3]
Here is C3H9N5 in the gas phase in a non-equilibrium geometry from the OMol25 dataset. Energies are from ωB97M-V with the def2-TZVPD basis set.

Atoms and positions in Å:
H1 -0.02804 2.88197 -0.57337
N1 -0.23457 1.92284 -0.01760
C1 0.85184 1.23603 -0.19367
N2 0.96945 -0.11237 0.17135
C2 2.23542 -0.93008 0.08807
N3 -0.18524 -0.76722 0.57006
C3 -1.17795 -1.08063 -0.41096
N4 -2.42037 -0.74083 -0.45922
N5 -2.69935 0.20718 0.53597
H2 1.88191 1.49467 -0.64091
H3 2.85274 -1.03791 1.14708
H4 2.88062 -0.43293 -0.62405
H5 1.85447 -1.80304 -0.59705
H6 -0.47680 -0.46464 1.50882
H7 -0.88925 -1.89144 -1.14184
H8 -3.55152 0.71765 0.07545
H9 -1.86337 0.80074 0.56187

Atomic forces in eV per Å
H -0.86 -2.60 1.91
N 2.48 2.07 -2.43
C 1.21 -1.34 0.12
N 0.40 0.69 -0.13
C -1.18 -0.11 -0.12
N -0.49 -0.01 0.75
C -0.33 -1.78 -1.18
N 2.31 -0.13 0.95
N -2.76 0.99 -1.73
H -1.75 0.48 0.49
H -1.99 -0.33 -2.81
H 0.41 0.49 0.14
H 1.25 0.68 2.30
H -0.26 -0.19 -0.88
H -0.05 1.12 0.76
H 2.24 -0.74 1.68
H -0.63 0.70 0.19

Properties
**Orbital gap**: 0.3327 Eh
**Strongest force on any atom**: 4.05 eV Å⁻¹
**Charge**: 0
**Highest occupied orbital energy**: -8.4 eV
**E_LUMO**: 0.69 eV
**SMILES string**: [H]/N=C/N(C)N/C=N\N

---

[4]
Here is C3H9N5 as an isolated structure in a non-equilibrium geometry from the OMol25 dataset. Energies are from ωB97M-V with the def2-TZVPD basis set.

Atoms and positions in Å:
C1 -0.18726 -2.25979 -0.17169
C2 0.97843 0.68945 0.42743
C3 0.06395 1.04582 -0.52753
H1 0.00185 -3.45588 -1.29364
H2 -0.73459 -1.48981 -0.97424
H3 -0.81781 -2.48765 1.05905
H4 1.79981 -2.36662 0.17479
H5 1.35262 1.38826 1.05036
H6 0.68825 0.22093 -2.26714
H7 -1.47518 2.35367 -0.80028
H8 -0.44250 2.45365 1.71234
H9 -1.60959 1.31223 1.56410
N1 1.19945 -1.70900 -0.03419
N2 1.49055 -0.46856 0.58453
N3 -0.14767 0.58639 -1.77110
N4 -0.86444 1.94365 -0.03765
N5 -1.29585 2.24327 1.30485

Atomic forces in eV per Å
C -0.59 0.30 -2.44
C 1.51 -4.59 -0.54
C -4.59 0.18 -4.06
H -0.61 2.90 3.66
H 0.81 -2.05 2.74
H 1.91 0.43 -4.26
H 3.96 -3.48 2.01
H 1.40 2.33 1.98
H -0.54 -0.06 1.11
H 0.98 -0.82 1.51
H 1.58 0.53 1.93
H -0.09 0.31 1.18
N -5.56 5.08 -1.38
N 1.21 -2.57 0.61
N 1.05 1.54 1.87
N -1.66 1.82 -3.20
N -0.78 -1.85 -2.71

Properties
**Orbital gap**: 0.3216 Eh
**Strongest force on any atom**: 7.65 eV Å⁻¹
**Charge**: 0
**Highest occupied orbital energy**: -8.7 eV
**E_LUMO**: 0.09 eV

---

[5]
Here is C3H9NNiO2 as an isolated structure in a non-equilibrium geometry from the OMol25 dataset. Energies are from ωB97M-V with the def2-TZVPD basis set.

Atoms and positions in Å:
Ni1 -1.13396 -0.54854 1.64965
C1 -1.21356 -0.55467 -3.35328
H1 -0.60319 -0.68672 -2.47602
H2 -1.72493 -1.49307 -3.55604
H3 -0.53473 -0.28669 -4.16477
H4 -1.92582 0.22388 -3.22649
H5 -2.37112 0.29363 1.75347
N1 0.09610 1.05218 1.19459
C2 1.46364 0.60151 1.49989
C3 1.39170 -0.90199 1.79276
O1 2.27940 -1.31557 2.54237
O2 0.44165 -1.54169 1.19076
H6 0.10429 1.49328 0.26300
H7 -0.21625 1.75613 1.84272
H8 2.13860 0.78587 0.65240
H9 1.80817 1.12247 2.39499

Atomic forces in eV per Å
Ni 0.26 0.31 -0.77
C 0.65 -0.56 -0.46
H 0.09 0.03 0.50
H 0.04 0.03 -0.15
H -0.19 -0.15 -0.09
H -0.59 0.65 0.23
H -0.63 -0.21 0.19
N 0.13 0.81 -1.01
C -0.28 -0.01 0.23
C 2.43 0.10 0.88
O -1.30 -0.28 -0.97
O -0.23 -0.44 0.59
H -0.57 -0.43 0.61
H 0.01 0.39 0.08
H -0.13 -0.08 0.37
H 0.30 -0.17 -0.23

Properties
**Orbital gap (alpha / beta)**: 0.3616 / 0.2991 Eh
**Strongest force on any atom**: 2.58 eV Å⁻¹
**Expectation value of S²**: 2.007
**Charge**: 0
**Multiplicity**: 3
**Highest occupied orbital energy (alpha / beta)**: -9.5 / -9.6 eV
**E_LUMO (alpha / beta)**: 0.36 / -1.42 eV

---

[6]
Here is C3H9NO in the gas phase from the OMol25 dataset. Energies are from ωB97M-V with the def2-TZVPD basis set.

Atoms and positions in Å:
C1 -1.16595 1.89188 0.30256
O1 -0.27864 1.03919 -0.37689
C2 -0.46773 -0.31438 0.00874
C3 0.60014 -1.21187 -0.57394
N1 1.90854 -0.88726 -0.02828
H1 -0.96044 2.92589 0.03548
H2 -1.06814 1.82787 1.39642
H3 -2.20415 1.63265 0.03551
H4 -1.45196 -0.63541 -0.32829
H5 -0.42340 -0.38943 1.09318
H6 0.31936 -2.26812 -0.40673
H7 0.61450 -1.04083 -1.65209
H8 1.95556 -1.10498 0.96689
H9 2.62230 -1.46521 -0.47256

Atomic forces in eV per Å
C -0.37 -0.14 0.09
O 0.29 -0.20 0.16
C 0.18 0.34 -0.16
C -0.10 0.02 -0.16
N 0.53 -0.29 0.09
H 0.05 -0.07 -0.27
H 0.07 -0.19 -0.09
H 0.09 0.22 0.11
H -0.27 -0.22 0.01
H -0.13 0.00 0.41
H -0.17 0.28 -0.04
H 0.12 -0.07 -0.03
H -0.11 0.08 -0.24
H -0.19 0.25 0.12

Properties
**Orbital gap**: 0.3824 Eh
**Strongest force on any atom**: 0.62 eV Å⁻¹
**Charge**: 0
**Highest occupied orbital energy**: -9.3 eV
**E_LUMO**: 1.14 eV
**SMILES string**: COCCN

---

[7]
Here is a 2-piece molecular cluster, C3H9NO overall in a non-equilibrium geometry from the OMol25 dataset. Energies are from ωB97M-V with the def2-TZVPD basis set.

Atoms and positions in Å:
C1 0.95106 -0.58594 0.80671
C2 -1.06069 -0.05573 0.40150
C3 -1.29268 -0.17811 -1.08793
N1 1.73541 0.54936 0.89700
O1 2.03924 0.90386 -0.48749
H1 2.51310 1.73656 -0.37628
H2 0.25408 0.52517 0.78507
H3 0.81825 -1.07447 1.76736
H4 1.01200 -1.23046 -0.07346
H5 -1.40600 0.90408 0.80843
H6 -1.51608 -0.84883 0.99397
H7 -2.35857 -0.14692 -1.33622
H8 -0.78957 0.62544 -1.62834
H9 -0.89955 -1.12399 -1.47030

Atomic forces in eV per Å
C 1.09 1.35 0.19
C 0.50 0.60 0.20
C 0.07 0.00 -0.01
N 0.27 -1.01 -0.31
O -0.16 0.03 0.39
H -0.08 -0.13 -0.02
H -1.34 -1.16 -0.39
H -0.21 0.14 -0.11
H -0.15 0.18 0.04
H -0.15 0.01 -0.03
H 0.17 0.02 0.04
H 0.08 0.00 0.00
H -0.06 -0.04 0.00
H -0.02 0.03 0.00

Properties
**Orbital gap**: 0.3058 Eh
**Strongest force on any atom**: 1.82 eV Å⁻¹
**Charge**: 0
**Highest occupied orbital energy**: -7.3 eV
**E_LUMO**: 1.03 eV

---

[8]
Here is a 2-piece molecular cluster, C3H9NO overall from the OMol25 dataset. Energies are from ωB97M-V with the def2-TZVPD basis set.

Atoms and positions in Å:
C1 -1.63514 1.70739 0.66484
C2 -1.01629 1.00621 1.59528
H1 -1.09339 2.24822 -0.10468
H2 -2.71844 1.74853 0.64483
H3 0.06210 1.00730 1.57413
H4 -1.59933 0.34961 2.22281
N1 -0.20870 -1.55389 -0.75996
C3 1.12116 -1.10860 -1.07832
O1 1.54227 0.10052 -0.40170
H5 -0.87569 -0.78859 -0.83667
H6 -0.26007 -1.74544 0.23822
H7 1.15130 -0.80601 -2.12077
H8 1.81115 -1.91098 -0.81803
H9 1.73802 -0.16212 0.50248

Atomic forces in eV per Å
C -0.37 0.23 -0.18
C -0.03 -0.12 -0.67
H -0.04 0.13 0.20
H 0.01 -0.03 -0.20
H 0.07 -0.28 0.39
H 0.25 0.11 0.52
N -0.24 0.29 0.63
C -0.28 0.83 0.27
O -0.05 -0.53 0.00
H 0.17 0.03 -0.45
H 0.13 -0.40 -0.06
H 0.18 -0.42 -0.15
H 0.10 -0.04 -0.38
H 0.09 0.19 0.10

Properties
**Orbital gap**: 0.3969 Eh
**Strongest force on any atom**: 0.92 eV Å⁻¹
**Charge**: 0
**Highest occupied orbital energy**: -9.9 eV
**E_LUMO**: 0.94 eV
**SMILES string**: C=C.NCO

---

[9]
Here is C3H9NO in the gas phase in a non-equilibrium geometry from the OMol25 dataset. Energies are from ωB97M-V with the def2-TZVPD basis set.

Atoms and positions in Å:
C1 -0.06590 1.04621 1.45313
N1 -0.79921 0.05857 0.69064
C2 0.02902 -0.89890 0.00492
C3 0.38936 -0.32160 -1.27442
O1 -0.77214 -0.06513 -2.04052
H1 0.77363 0.60842 2.05049
H2 -0.75941 1.47897 2.31326
H3 0.40375 1.90576 0.87023
H4 -1.46398 -0.42469 1.31948
H5 0.96129 -1.09368 0.64284
H6 -0.57824 -1.82003 -0.09430
H7 1.10146 -0.96913 -1.78629
H8 0.97828 0.58660 -1.11435
H9 -0.19793 -0.09137 -3.03512

Atomic forces in eV per Å
C -0.22 1.41 2.18
N -1.16 0.08 1.39
C 0.01 -0.82 2.38
C 1.35 0.27 -0.72
O 3.31 -0.30 -5.25
H -0.24 0.01 -0.45
H 1.25 -0.55 -2.07
H -0.96 -1.10 0.47
H 0.69 0.55 -0.64
H -0.84 -0.18 -0.90
H 0.58 0.29 -0.18
H -0.08 -0.41 -0.23
H -0.18 0.36 0.11
H -3.50 0.40 3.91

Properties
**Orbital gap**: 0.3521 Eh
**Strongest force on any atom**: 6.22 eV Å⁻¹
**Charge**: 0
**Highest occupied orbital energy**: -8.7 eV
**E_LUMO**: 0.83 eV
**SMILES string**: CNCCO

---

[10]
Here is C3H9NO in the gas phase from the OMol25 dataset. Energies are from ωB97M-V with the def2-TZVPD basis set.

Atoms and positions in Å:
C1 -0.49313 1.39354 0.08595
C2 -0.30487 -0.05416 -0.34198
N1 -1.52244 -0.81344 -0.08498
C3 0.93850 -0.67875 0.27947
O1 2.13975 -0.00686 -0.04260
H1 -0.76547 1.41200 1.15677
H2 -1.25952 1.87945 -0.51466
H3 0.47021 1.93740 -0.00133
H4 -0.13430 -0.08061 -1.42308
H5 -1.70944 -0.79973 0.90848
H6 -1.37600 -1.78291 -0.34844
H7 0.96123 -1.74535 -0.03354
H8 0.84790 -0.64952 1.37614
H9 2.20757 -0.01106 -1.01621

Atomic forces in eV per Å
C 0.71 0.00 0.41
C 0.10 0.34 -0.33
N 0.23 -0.09 -0.09
C -0.31 -0.50 0.46
O -0.03 -0.08 -0.79
H -0.08 0.11 -0.38
H -0.02 0.04 0.13
H -0.61 -0.23 -0.05
H -0.10 0.08 -0.17
H -0.14 -0.05 0.18
H -0.14 0.00 0.04
H 0.17 0.37 0.19
H 0.09 -0.05 -0.22
H 0.11 0.07 0.62

Properties
**Orbital gap**: 0.3814 Eh
**Strongest force on any atom**: 0.82 eV Å⁻¹
**Charge**: 0
**Highest occupied orbital energy**: -9.4 eV
**E_LUMO**: 0.96 eV
**SMILES string**: C[C@H](N)CO

---

[11]
Here is C3H9NO in the gas phase from the OMol25 dataset. Energies are from ωB97M-V with the def2-TZVPD basis set.

Atoms and positions in Å:
C1 0.47293 -0.96491 -1.52468
C2 0.17447 0.39788 -0.92078
N1 -0.89046 0.33884 0.06644
C3 -0.45734 0.01807 1.38564
O1 0.18799 1.16393 1.98769
H1 0.57427 -0.94122 -2.60438
H2 1.42213 -1.37448 -1.16550
H3 -0.30444 -1.69747 -1.33232
H4 -0.16353 1.06684 -1.71148
H5 1.09943 0.81223 -0.53669
H6 -1.37201 1.23088 0.09775
H7 -1.31581 -0.25760 1.99763
H8 0.27828 -0.79586 1.31802
H9 0.29408 1.00289 2.94267

Atomic forces in eV per Å
C 0.54 -0.61 -0.18
C -0.18 -0.08 -0.64
N -0.10 0.28 0.37
C 0.40 0.26 0.01
O -0.02 -0.18 0.44
H 0.03 0.26 -0.25
H -0.15 -0.03 0.13
H -0.20 0.04 0.24
H -0.02 0.06 0.01
H 0.19 0.31 0.27
H -0.09 -0.12 0.04
H 0.00 -0.17 0.04
H -0.33 -0.06 0.10
H -0.05 0.06 -0.60

Properties
**Orbital gap**: 0.3748 Eh
**Strongest force on any atom**: 0.83 eV Å⁻¹
**Charge**: 0
**Highest occupied orbital energy**: -9.2 eV
**E_LUMO**: 0.98 eV
**SMILES string**: CCNCO

---

[12]
Here is C3H9NO in the gas phase in a non-equilibrium geometry from the OMol25 dataset. Energies are from ωB97M-V with the def2-TZVPD basis set.

Atoms and positions in Å:
C1 -0.92400 -0.84002 1.19892
C2 0.05726 -0.56195 0.00370
N1 1.45623 -0.99848 0.29367
C3 0.19512 0.91717 -0.36877
O1 -0.83689 1.47804 -1.10925
H1 -0.71161 -0.36937 2.11648
H2 -0.91907 -1.96484 1.32509
H3 -1.98750 -0.66033 0.99639
H4 -0.26610 -1.17520 -0.83780
H5 1.80251 -0.44861 1.06503
H6 2.08848 -0.74112 -0.47594
H7 1.12816 0.89692 -0.97771
H8 0.36490 1.42214 0.57455
H9 -0.96855 1.11428 -1.97088

Atomic forces in eV per Å
C -0.05 -2.54 -1.96
C 0.20 0.15 0.85
N -0.38 -0.35 0.14
C 0.84 -1.64 -1.37
O -1.05 1.42 1.25
H 0.71 0.65 1.06
H 0.25 1.14 0.29
H 0.37 0.47 -0.48
H -0.17 0.19 -0.17
H 0.09 0.02 0.46
H -0.61 -0.29 0.25
H -0.36 0.70 0.39
H -0.16 0.74 -0.10
H 0.33 -0.67 -0.60

Properties
**Orbital gap**: 0.3761 Eh
**Strongest force on any atom**: 3.21 eV Å⁻¹
**Charge**: 0
**Highest occupied orbital energy**: -9.3 eV
**E_LUMO**: 0.90 eV
**SMILES string**: C[C@H](N)CO

---

> Which of these has the lowest strongest force on any atom?

number 6